Formula: C35H25ClGeMnN2O
Source: OMol25
Level of theory: ωB97M-V/def2-TZVPD

The geometry in ORCA input format:
```
! wB97M-V def2-TZVPD RIJCOSX def2/J DEFGRID3
* xyz -1 5
Mn 1.081 0.222 0.014
Cl -0.854 -6.732 -1.245
C -0.246 -5.081 -1.184
C 0.679 -4.670 -2.134
C 1.151 -3.362 -2.066
C 0.711 -2.465 -1.100
O 1.162 -1.212 -1.143
C -0.219 -2.903 -0.107
C -0.622 -2.096 0.987
N -0.128 -0.863 1.209
C -0.346 -0.096 2.324
C -1.491 -0.075 3.090
C -1.836 1.068 3.892
C -1.496 2.370 3.688
C -0.826 2.867 2.481
C -1.126 4.061 1.866
C -0.586 4.382 0.605
C 0.183 3.442 -0.036
N 0.515 2.284 0.563
C 0.164 2.068 1.847
C -0.685 -4.236 -0.193
H 1.016 -5.351 -2.903
H 1.869 -3.001 -2.793
H -1.221 -2.560 1.767
H -2.231 -0.862 2.989
H -2.555 0.898 4.693
H -1.938 3.118 4.338
H -1.808 4.753 2.352
H -0.823 5.317 0.116
H 0.541 3.585 -1.049
H -1.393 -4.597 0.544
C 0.731 0.909 2.490
Ge 2.545 0.443 2.151
C 3.435 0.871 0.384
C 3.598 2.218 0.018
C 4.234 2.571 -1.161
C 4.703 1.580 -2.019
C 4.537 0.247 -1.690
C 3.909 -0.103 -0.497
C 3.622 1.539 3.400
C 4.870 2.083 3.097
C 5.595 2.806 4.041
C 5.078 2.993 5.314
C 3.836 2.457 5.635
C 3.115 1.743 4.687
C 3.002 -1.399 2.565
C 4.315 -1.833 2.370
C 4.688 -3.143 2.645
C 3.746 -4.039 3.132
C 2.444 -3.618 3.357
C 2.074 -2.307 3.077
H 3.226 2.999 0.671
H 4.358 3.617 -1.417
H 5.190 1.853 -2.948
H 4.881 -0.529 -2.362
H 3.771 -1.151 -0.259
H 5.298 1.938 2.111
H 6.561 3.222 3.780
H 5.637 3.557 6.053
H 3.424 2.604 6.627
H 2.129 1.361 4.933
H 5.064 -1.141 1.998
H 5.710 -3.462 2.476
H 4.029 -5.065 3.337
H 1.706 -4.312 3.740
H 1.055 -1.994 3.261
*
```

Values from the calculation:
LUMO energy (alpha / beta): 0.0972 / 0.0986 hartree
expectation value of S²: 6.350
HOMO-LUMO gap (alpha / beta): 4.9 / 6.4 eV

Formula: C35H25IrN7O8
Source: OMol25
Level of theory: ωB97M-V/def2-TZVPD

The geometry in ORCA input format:
```
! wB97M-V def2-TZVPD RIJCOSX def2/J DEFGRID3
* xyz 2 2
Ir 0.099 0.120 1.221
C 2.402 -2.153 2.658
O 1.046 -1.827 2.307
C 0.142 -2.839 2.360
C 0.456 -4.160 2.639
C -0.565 -5.093 2.679
C -1.891 -4.726 2.437
C -2.202 -3.415 2.170
C -1.180 -2.460 2.126
N -1.401 -1.096 1.871
N -2.634 -0.759 1.957
C -3.071 0.505 1.902
C -2.217 1.653 1.909
O -0.921 1.545 1.933
C -2.758 2.960 1.957
C -4.102 3.124 1.957
C -5.009 2.014 1.945
C -6.392 2.223 1.957
C -7.255 1.151 1.977
C -6.751 -0.156 1.985
C -5.396 -0.385 1.962
C -4.499 0.695 1.936
H 2.427 -2.536 3.678
H 2.961 -1.226 2.595
H 2.803 -2.878 1.956
H 1.472 -4.465 2.835
H -0.325 -6.124 2.901
H -2.672 -5.472 2.457
H -3.218 -3.112 1.967
H -2.072 3.794 1.984
H -4.520 4.123 1.970
H -6.776 3.235 1.957
H -8.323 1.317 1.990
H -7.434 -0.993 2.013
H -5.016 -1.396 1.965
C 1.593 3.453 -0.994
C 0.818 2.482 -0.406
N 1.333 1.603 0.471
C 2.632 1.657 0.766
C 3.488 2.564 0.171
C 2.948 3.498 -0.703
C 4.927 2.489 0.449
C 5.665 1.402 0.257
C 5.185 0.117 -0.302
C 5.822 -1.092 0.117
C 5.093 -2.290 -0.062
N 4.046 -2.368 -0.824
C 3.863 -1.214 -1.645
N 4.175 0.085 -1.120
H 1.144 4.152 -1.684
H -0.245 2.409 -0.598
H 3.005 0.919 1.462
H 3.588 4.223 -1.189
H 5.411 3.397 0.791
H 6.721 1.444 0.499
H 6.752 -1.076 0.664
H 5.378 -3.175 0.496
H 4.525 -1.369 -2.513
O 2.576 -1.190 -2.304
C 1.420 -0.806 -1.788
O 1.153 -0.747 -0.590
C 0.524 -0.379 -2.905
C -0.790 0.002 -2.657
C -1.485 0.663 -3.657
C -0.974 0.855 -4.925
C 0.303 0.390 -5.156
C 1.077 -0.178 -4.169
N 0.891 0.564 -6.509
O 0.177 1.053 -7.352
O 2.035 0.201 -6.656
N -2.774 1.302 -3.334
O -3.437 1.725 -4.247
O -3.055 1.387 -2.149
H -1.275 -0.241 -1.722
H -1.535 1.363 -5.697
H 2.092 -0.464 -4.396
*
```

Values from the calculation:
LUMO energy (alpha / beta): -0.3070 / -0.3010 hartree
ΔE to the lowest compared entry with this formula, charge and spin: 71.2 kcal/mol
expectation value of S²: 0.902
HOMO-LUMO gap (alpha / beta): 5.1 / 5.3 eV

Formula: C35H26AlCl2N5O2S
Source: OMol25
Level of theory: ωB97M-V/def2-TZVPD

The geometry in ORCA input format:
```
! wB97M-V def2-TZVPD RIJCOSX def2/J DEFGRID3
* xyz 0 1
Al -0.181 -0.964 -1.114
Cl 1.700 5.499 -2.533
C 0.788 4.052 -2.570
C 1.425 2.850 -2.103
C 0.690 1.721 -1.738
N 1.227 0.565 -1.336
C 2.479 0.495 -0.781
O 2.796 0.849 0.384
C 3.604 -0.148 -1.603
C 4.957 -0.100 -1.099
C 5.978 -0.631 -1.841
C 5.637 -1.292 -3.034
C 4.331 -1.400 -3.324
N 3.288 -0.774 -2.743
C -0.738 1.678 -2.064
C -1.365 2.802 -2.565
C -0.616 3.985 -2.726
Cl -1.497 5.323 -3.266
N -1.235 0.463 -1.739
C -2.634 0.191 -1.589
O -3.548 0.998 -1.719
C -2.910 -1.205 -1.274
C -4.213 -1.669 -0.997
C -4.390 -3.020 -0.696
C -3.272 -3.852 -0.756
C -2.040 -3.350 -1.028
N -1.822 -2.040 -1.209
H 2.499 2.823 -2.024
H 5.059 0.262 -0.061
H 7.008 -0.519 -1.500
H 6.434 -1.824 -3.580
H 4.041 -1.898 -4.282
H -2.444 2.941 -2.665
H -4.972 -0.978 -1.188
H -5.364 -3.451 -0.414
H -3.407 -4.946 -0.530
H -1.148 -4.007 -1.009
C -2.852 2.906 1.786
C -2.345 2.559 3.205
C -1.690 3.899 3.778
C -3.586 2.111 4.025
C -1.261 1.572 3.058
C -0.717 1.079 4.245
C 0.220 0.038 4.323
C 0.491 -0.659 3.122
S 1.457 -2.109 2.849
C 0.994 -1.995 1.178
N 0.221 -0.965 0.827
C 0.000 -0.113 1.880
C -0.776 1.111 1.852
C 1.502 -2.849 0.084
C 2.365 -3.928 0.215
C 2.666 -4.700 -0.897
C 2.133 -4.391 -2.160
C 1.351 -3.247 -2.323
C 1.034 -2.504 -1.224
H -3.713 3.529 1.906
H -3.188 1.946 1.328
H -2.072 3.355 1.187
H -2.294 4.781 3.552
H -0.714 3.974 3.342
H -1.623 3.723 4.853
H -4.295 3.007 4.101
H -3.415 1.948 5.107
H -4.173 1.281 3.704
H -1.159 1.507 5.165
H 0.658 -0.229 5.292
H -0.860 1.675 0.894
H 2.914 -4.074 1.167
H 3.414 -5.449 -0.832
H 2.264 -5.106 -3.019
H 0.906 -3.113 -3.256
*
```

Values from the calculation:
LUMO energy: -0.0384 hartree
HOMO-LUMO gap: 5.5 eV

Formula: C35H26BCl3F3N9SbTi
Source: OMol25
Level of theory: ωB97M-V/def2-TZVPD

The geometry in ORCA input format:
```
! wB97M-V def2-TZVPD RIJCOSX def2/J DEFGRID3
* xyz 1 1
Ti 0.099 0.373 1.778
C 4.141 -1.211 1.459
C 3.249 -0.183 1.726
N 1.995 -0.577 1.476
N 2.064 -1.865 1.057
C 3.339 -2.260 1.037
B 0.798 -2.620 0.572
N -0.204 -2.660 1.752
C -0.783 -3.708 2.342
C -1.580 -3.254 3.383
C -1.419 -1.877 3.370
N -0.592 -1.522 2.375
N 0.195 -1.814 -0.590
C -0.008 -2.180 -1.864
C -0.464 -1.083 -2.567
C -0.507 -0.065 -1.618
N -0.108 -0.507 -0.425
H 5.210 -1.202 1.565
H 3.443 0.809 2.102
H 3.595 -3.257 0.722
H 1.068 -3.732 0.227
H -0.583 -4.708 1.994
H -2.173 -3.842 4.060
H -1.847 -1.120 4.009
H 0.185 -3.191 -2.181
H -0.733 -1.032 -3.607
H -0.827 0.960 -1.742
Cl 1.717 0.471 4.701
C -0.018 2.428 5.288
Cl -1.287 3.541 4.946
Cl 0.778 2.671 6.773
C 0.316 1.487 4.390
N -0.273 1.268 3.194
N 0.158 6.811 1.452
C 0.525 5.796 1.060
C 0.973 4.527 0.553
C 1.779 4.440 -0.575
C 2.151 3.185 -1.027
C 1.703 2.069 -0.349
N 0.926 2.149 0.744
C 0.574 3.362 1.191
H 2.104 5.338 -1.083
H 2.779 3.068 -1.899
H 1.961 1.071 -0.676
H -0.052 3.392 2.074
F -4.431 6.283 -1.345
C -4.058 5.108 -0.828
C -4.962 4.401 -0.058
C -4.568 3.183 0.476
C -3.287 2.687 0.241
C -2.403 3.428 -0.542
C -2.781 4.647 -1.085
Sb -2.677 0.830 1.038
C -4.005 0.626 2.662
C -4.828 -0.490 2.784
C -5.649 -0.639 3.893
C -5.627 0.343 4.865
F -6.416 0.204 5.938
C -4.825 1.465 4.771
C -4.008 1.598 3.659
C -3.492 -0.545 -0.337
C -4.249 -0.132 -1.429
C -4.710 -1.054 -2.357
C -4.399 -2.387 -2.170
F -4.834 -3.284 -3.066
C -3.653 -2.833 -1.095
C -3.195 -1.899 -0.179
H -5.950 4.806 0.114
H -5.267 2.625 1.088
H -1.404 3.058 -0.743
H -2.112 5.239 -1.694
H -4.847 -1.249 2.011
H -6.303 -1.492 4.008
H -4.844 2.208 5.557
H -3.370 2.468 3.579
H -4.484 0.917 -1.566
H -5.301 -0.757 -3.212
H -3.443 -3.889 -0.991
H -2.603 -2.240 0.663
*
```

Values from the calculation:
LUMO energy: -0.1403 hartree
ΔE to the lowest compared entry with this formula, charge and spin: 0.0 kcal/mol
HOMO-LUMO gap: 7.0 eV